[1]
A 5-piece molecular cluster, C25H41Br2F2N3O6 overall. Source: the OMol25 dataset; level of theory: ωB97M-V/def2-TZVPD.

Values from the calculation:
- HOMO level: -8.83 eV
- SMILES: C[C@H](Br)[C@H](Br)c1cnc2ccc(N(C(=O)F)C(=O)F)cc2n1.CC(C)O.CC(C)O.CC(C)O.CC(C)O

Geometry as XYZ:
```
79
Properties=species:S:1:pos:R:3:lowdin_charge:R:1
Br 5.37234 5.08210 0.33104 0.59
Br 4.85555 3.39738 3.27669 0.57
F -3.25652 -0.41809 2.62335 0.05
F -3.31610 3.92955 2.69941 0.05
O 0.58869 0.18241 -4.80394 -0.08
O -3.25482 3.42607 0.38263 0.15
O -4.16940 0.63286 0.79368 0.12
O -0.27763 -2.23921 -2.09429 -0.07
O 0.16253 -5.34169 1.21050 -0.06
O -5.76849 6.62063 4.37450 -0.06
N 2.37943 1.36333 -2.05392 0.09
N -2.33319 1.79583 1.84572 0.05
N 2.69573 2.74262 0.81016 0.12
C -3.28668 0.68235 1.69177 -0.29
C -6.11624 5.00123 6.11885 -0.07
C 1.98891 1.53886 -6.21268 -0.06
C 1.10776 -6.83418 2.84351 -0.07
C 0.05095 -4.60571 -2.37583 -0.06
C -0.22752 -7.69491 0.89806 -0.06
C -1.34029 1.02846 -0.52304 0.04
C -7.17441 4.73896 3.85619 -0.06
C 5.54106 0.83062 1.81275 -0.14
C -0.10458 0.95640 -1.47184 0.04
C 1.55540 0.12727 -5.85110 -0.50
C 1.86247 -3.13098 -1.45303 -0.06
C 1.32882 1.52642 -1.08031 -0.15
C -6.72720 5.72149 4.92701 -0.50
C 0.74665 -6.63157 1.38038 -0.50
C 3.59136 1.89150 -1.50953 -0.03
C -1.20384 1.71735 0.88323 -0.16
C 0.96088 -0.59415 -7.05050 -0.06
C 0.36482 -3.38139 -1.53078 -0.49
C 3.77038 2.56565 -0.11382 -0.25
C -2.98934 3.11686 1.55629 -0.29
C 1.45714 2.20384 0.30981 -0.14
C 5.22571 3.06820 0.31769 -0.67
C 5.69172 2.42757 1.71910 -0.73
C 0.19945 2.29112 1.25960 0.09
H 0.21867 -6.76340 3.47863 0.08
H 6.82524 2.65614 1.81407 0.10
H -0.48712 -7.53016 -0.15146 0.07
H -6.83400 4.31483 6.57586 0.08
H 1.57407 -7.80982 3.00374 0.08
H -5.00813 6.10101 4.07899 0.08
H 4.59722 0.40554 1.32696 0.08
H -6.32527 4.16034 3.47771 0.07
H 1.79910 -6.05645 3.17967 0.08
H 0.27575 2.76146 2.31313 0.12
H 6.45262 0.35743 1.28790 0.09
H -0.64172 -5.30534 1.74648 0.09
H 0.07157 -0.07227 -7.41883 0.08
H -1.02932 -4.76655 -2.43242 0.08
H 2.28003 -2.94627 -2.44865 0.08
H -7.92391 4.04467 4.24536 0.08
H -5.78884 5.71994 6.87518 0.08
H -0.03736 -3.51757 -0.52389 0.12
H 0.07216 -2.10961 -2.98770 0.08
H 1.13525 2.13489 -6.55184 0.08
H 1.65418 -6.66063 0.77041 0.14
H 2.41357 -0.43506 -5.47232 0.14
H 4.53726 1.79771 -2.16894 0.12
H 2.74393 1.52964 -7.00317 0.08
H -7.60057 5.27058 3.00092 0.08
H -0.17567 0.67842 -5.12895 0.09
H 5.48908 0.56239 2.93662 0.08
H 5.95502 2.73626 -0.52149 0.10
H 0.64303 -1.60318 -6.77314 0.08
H 2.40325 2.04874 -5.33848 0.07
H 0.40544 -4.47249 -3.40358 0.08
H 2.07225 -2.24143 -0.85222 0.08
H -7.58145 6.31927 5.25724 0.14
H 0.19878 -8.69635 1.00002 0.08
H 2.38269 -3.98396 -1.00909 0.08
H 0.51694 -5.50273 -1.95942 0.07
H -5.23041 4.43167 5.81885 0.08
H -1.16292 -7.65396 1.46569 0.08
H 1.68507 -0.66734 -7.86600 0.08
H -2.30586 0.55260 -0.92802 0.11
H -0.22113 0.47597 -2.51118 0.08
```


[2]
One molecule with the formula C9H12N2O2. Source: the OMol25 dataset; level of theory: ωB97M-V/def2-TZVPD.

Values from the calculation:
- HOMO level: -9.12 eV
- SMILES: CO[C@@H](C(=O)NN)c1ccccc1
- Energy relative to the best compared isomer or geometry (same formula, charge and spin): 1.451 eV

Geometry as XYZ:
```
25
Properties=species:S:1:pos:R:3:nbo_charge:R:1
O 0.32840 -1.72810 1.61264 -0.52
O -2.09704 -0.12607 1.85007 -0.64
N -2.21825 -0.89111 -1.48530 -0.68
N -2.69558 -0.69644 -0.19406 -0.46
C -1.77215 -0.67236 0.78595 0.66
C 1.90385 1.92978 -1.48453 -0.22
C 2.35728 0.60814 -1.55855 -0.21
C -0.32111 -1.20308 0.45840 -0.01
C 0.46515 -0.09057 -0.26469 -0.02
C 0.65828 -0.84165 2.61458 -0.27
C 0.76230 2.27906 -0.66832 -0.21
C 1.63976 -0.42879 -0.98901 -0.20
C 0.07802 1.25983 -0.03177 -0.25
H -2.70553 -1.72021 -1.99174 0.37
H -0.37158 -2.02278 -0.30330 0.23
H 2.42739 2.68678 -2.12191 0.22
H 1.37177 -0.04900 2.35607 0.16
H -2.10883 -0.05648 -2.03309 0.37
H -0.19992 -0.30187 2.98959 0.20
H 3.33809 0.31660 -2.05160 0.22
H -0.74715 1.41533 0.71295 0.24
H -3.53539 -0.20327 -0.04744 0.38
H 1.99333 -1.39832 -1.03803 0.22
H 0.30397 3.31901 -0.61494 0.22
H 1.14494 -1.38442 3.49803 0.19
```


[3]
One molecule with the formula C10H12O6S. Source: the OMol25 dataset; level of theory: ωB97M-V/def2-TZVPD.

Values from the calculation:
- HOMO level: -9.75 eV
- SMILES: O=C1C=C(O)C(=O)C(CCCCS(=O)(=O)O)=C1

Geometry as XYZ:
```
29
Properties=species:S:1:pos:R:3:nbo_charge:R:1
S -2.27017 0.68703 0.39782 2.37
O 2.28126 1.77164 2.68682 -0.50
O -2.07076 1.31516 -0.86548 -0.92
O 1.13900 3.04981 -1.68067 -0.65
O -3.79009 0.98956 0.78032 -0.87
O -1.43827 1.01643 1.51503 -0.94
O 1.54861 0.44641 -2.32765 -0.52
C -1.12857 -1.52009 -0.75745 -0.43
C -2.25736 -1.08646 0.19618 -0.68
C 1.60407 2.49411 0.55864 -0.31
C 0.01581 -2.27707 -0.05935 -0.38
C 1.38957 -1.76405 -0.50563 -0.44
C 1.43416 2.15375 -0.71682 0.27
C 1.51904 0.72245 -1.14761 0.48
C 1.74966 0.04192 1.18162 -0.20
C 1.57369 -0.32880 -0.08526 -0.06
C 1.89651 1.46791 1.57645 0.50
H -2.13775 -1.50094 1.19756 0.24
H 1.81031 -0.69123 1.97865 0.22
H 1.46317 -1.82517 -1.59251 0.24
H -0.05969 -3.35160 -0.23412 0.21
H -0.73939 -0.63611 -1.26217 0.24
H -4.05437 0.45079 1.53918 0.50
H -1.56551 -2.13052 -1.54711 0.23
H 2.18053 -2.38657 -0.08344 0.23
H 1.54082 3.52480 0.88108 0.24
H -3.23827 -1.37396 -0.18003 0.25
H -0.06836 -2.12850 1.02100 0.20
H 1.67233 2.86929 -2.46505 0.50
```


[4]
A 2-piece molecular cluster, C5H14N2S overall. Source: the OMol25 dataset; level of theory: ωB97M-V/def2-TZVPD.

Values from the calculation:
- HOMO level: -7.42 eV
- Energy relative to the best compared isomer or geometry (same formula, charge and spin): 7.079 eV

Geometry as XYZ:
```
22
Properties=species:S:1:pos:R:3:nbo_charge:R:1
S 1.05241 -1.97600 1.38220 -0.13
N -0.80215 0.87978 -1.88471 -0.18
N 0.12945 2.37410 0.47360 -0.85
C -0.73293 0.21637 1.00664 -0.39
C -0.74583 0.52038 -3.25367 -0.49
C -0.21620 -0.83065 2.07788 -0.54
C 0.36337 0.95685 0.28451 -0.09
C 0.37458 0.45441 -1.22706 -0.34
H 0.32359 -0.21170 2.76743 0.20
H -1.39610 0.89421 1.66806 0.24
H 1.23424 1.02426 -1.50449 0.26
H -1.91566 -2.80585 0.01109 0.00
H -0.00411 1.16105 -3.93548 0.24
H 1.33588 0.49196 0.67504 0.23
H -1.27497 -0.41151 0.24517 0.20
H -0.41427 -0.52204 -3.26590 0.22
H -1.80613 0.57381 -3.61778 0.22
H -2.56108 -2.98071 -0.34293 -0.01
H 0.56785 -0.66217 -1.23822 0.24
H -0.43051 2.85280 -0.26865 0.38
H 0.95566 2.97733 0.63234 0.37
H -1.00208 -1.44668 2.60716 0.23
```


[5]
A 2-piece molecular cluster, C20H36IN2O2 overall. Source: the OMol25 dataset; level of theory: ωB97M-V/def2-TZVPD.

Values from the calculation:
- Charge: +1
- HOMO level: -9.68 eV
- Energy relative to the best compared isomer or geometry (same formula, charge and spin): 5.919 eV

Geometry as XYZ:
```
61
Properties=species:S:1:pos:R:3:nbo_charge:R:1
I 5.55417 -1.61219 -1.40459 0.12
O 1.95201 2.59035 -0.20041 -0.70
O 3.61812 2.69310 -3.68663 -0.70
N 4.09564 3.05102 -0.83236 -0.57
N -3.15048 -3.16429 2.63214 -0.46
C -5.48195 -2.31585 3.25459 -0.64
C 3.56360 0.67940 -0.92469 -0.51
C 2.92222 2.13052 -1.18577 0.43
C -1.33377 0.23684 -0.74633 -0.21
C -3.67857 -4.75898 4.56075 -0.64
C -3.15916 -4.53285 3.14152 -0.22
C 2.58833 2.65175 -2.66512 0.25
C 3.56378 4.45873 -1.12112 -0.25
C -0.93071 -2.58757 3.62550 -0.62
C -2.38674 -2.19361 3.40717 -0.21
C 0.05513 1.69830 -2.60256 -0.05
C 4.24478 -0.02135 -2.19723 -0.31
C -2.65512 1.02473 -1.05475 -0.21
C -1.28725 2.47525 -2.87652 -0.22
C 3.22887 -0.72832 -3.21879 -0.67
C 2.45041 4.25606 -2.30577 -0.45
C 1.32290 2.10467 -3.47275 -0.46
C -4.44654 -2.65765 2.18500 -0.20
C -2.61707 2.15424 -2.13707 -0.21
C -0.02569 0.58361 -1.53484 -0.24
H -4.76804 -4.73898 4.60006 0.21
H -1.34225 -0.57806 0.04614 0.24
H 3.46945 -1.82837 -3.42562 0.26
H -3.72333 -5.17254 2.45427 0.20
H 4.41650 3.18292 -3.39499 0.46
H -2.13698 -4.92417 3.09135 0.19
H -4.88961 -3.36954 1.48030 0.20
H -3.63727 0.76433 -0.51130 0.24
H -3.57681 2.73233 -2.40341 0.24
H 4.96802 0.72188 -2.70498 0.22
H 0.98621 2.96770 -4.16672 0.25
H 1.43886 4.61755 -1.91159 0.27
H 2.02464 2.02446 0.60094 0.50
H 4.41195 2.99613 0.15801 0.45
H -6.29766 -1.74031 2.80558 0.21
H 2.85566 -0.08040 -0.43741 0.26
H 1.59025 1.24297 -4.19613 0.26
H 4.93035 2.73858 -1.35653 0.43
H -0.39544 -1.77233 4.12017 0.21
H -4.26672 -1.75324 1.58996 0.18
H 4.41348 0.83635 -0.15118 0.22
H -5.92937 -3.21104 3.68562 0.21
H 2.14138 -0.62953 -2.89434 0.23
H -1.33536 3.29278 -3.67310 0.23
H 3.24214 4.98783 -0.16845 0.27
H 3.36184 -0.19001 -4.23530 0.24
H -0.42913 -2.78958 2.67426 0.20
H 4.53347 4.96063 -1.50845 0.22
H -3.29001 -4.02746 5.27327 0.20
H -3.36765 -5.74769 4.90959 0.22
H -0.83751 -3.47044 4.26249 0.21
H -2.84928 -1.99730 4.38328 0.16
H 2.83924 4.73543 -3.27446 0.25
H -2.37947 -1.24044 2.86727 0.19
H -5.06493 -1.70910 4.06106 0.20
H 0.88645 -0.04727 -1.28903 0.20
```


[6]
A 2-piece molecular cluster, C4H12N2O overall. Source: the OMol25 dataset; level of theory: ωB97M-V/def2-TZVPD.

Values from the calculation:
- HOMO level: -8.76 eV
- SMILES: C=NCCCN.O
- Energy relative to the best compared isomer or geometry (same formula, charge and spin): 2.876 eV

Geometry as XYZ:
```
19
Properties=species:S:1:pos:R:3:nbo_charge:R:1
O -4.48214 0.42932 2.04536 -0.93
N -0.88113 -1.05293 0.48761 -0.84
N 0.87524 1.05097 -1.17401 -0.43
C 1.51839 -0.49025 0.55492 -0.42
C 0.94079 2.04382 -1.95661 -0.03
C 0.47057 -1.51172 0.10431 -0.23
C 2.05091 0.30855 -0.66377 -0.24
H 0.54692 -1.66639 -0.98732 0.17
H 1.26750 0.15303 1.38056 0.22
H 2.47841 -0.33697 -1.42110 0.20
H -4.70314 -0.20939 2.71930 0.47
H 2.36084 -1.06338 0.95123 0.20
H 0.07958 2.22203 -2.61444 0.16
H 0.72787 -2.54878 0.35599 0.19
H -1.40825 -1.90896 0.66719 0.35
H 2.88184 1.02692 -0.41235 0.17
H -5.09447 1.16858 2.17210 0.47
H -1.26939 -0.50990 -0.27406 0.37
H 1.63968 2.89545 -1.93492 0.14
```


[7]
BrV as an isolated structure. Source: the OMol25 dataset; level of theory: ωB97M-V/def2-TZVPD.

Values from the calculation:
- Charge: +1
- HOMO level (alpha / beta): -14.68 / -14.84 eV
- Multiplicity: 4
- ⟨S²⟩: 3.79
- Energy relative to the best compared isomer or geometry (same formula, charge and spin): 0.590 eV

Geometry as XYZ:
```
2
Properties=species:S:1:pos:R:3:nbo_charge:R:1
Br 27.32636 11.92200 -12.76409 -0.52
V 29.21129 11.25323 -14.48127 1.52
```


[8]
An isolated ion of composition C3H7ClN3 and charge +1. Source: the OMol25 dataset; level of theory: ωB97M-V/def2-TZVPD.

Values from the calculation:
- Charge: +1
- HOMO level: -13.84 eV
- SMILES: C/N=N/C(Cl)=[NH+]/C
- Energy relative to the best compared isomer or geometry (same formula, charge and spin): 3.511 eV

Geometry as XYZ:
```
14
Properties=species:S:1:pos:R:3:nbo_charge:R:1
Cl -0.34860 2.49144 0.11281 0.23
N 1.01817 0.12017 0.23669 -0.11
N 1.60956 -0.52283 -0.60313 -0.05
N -1.39754 0.12387 0.13875 -0.45
C -0.37333 0.85729 -0.00719 0.39
C -2.80148 0.63700 0.34887 -0.41
C 2.84207 -1.07063 -0.35696 -0.49
H -3.21250 0.24443 -0.58290 0.24
H 2.83563 -2.16424 -0.33597 0.26
H 3.54980 -0.72171 -1.03162 0.26
H -1.24436 -0.82304 -0.17069 0.44
H -2.65385 1.73653 0.44048 0.24
H 3.26324 -0.96495 0.59993 0.22
H -3.08681 0.05669 1.21094 0.25
```


One value per record, in order, for E_tot: -6940.3953; -610.0706; -1237.8522; -706.3300; -1340.8675; -344.2793; -3517.6498; -742.6020 a.u..
One value per record, in order, for max |F|: 6.34; 3.62; 0.51; 3.56; 4.30; 3.16; 2.92; 4.37 eV/Å.